{"formula": "C25H48Cl2NO12", "method": "ωB97M-V/def2-TZVPD", "e_homo_ev": -4.874, "lumo_ha": 0.0797, "total_charge": -1, "total_energy_ha": -2859.4988, "gap_ev": 7.04, "symbols": ["C", "C", "Cl", "C", "Cl", "C", "N", "C", "O", "O", "H", "H", "H", "H", "H", "H", "H", "H", "O", "C", "O", "C", "C", "C", "H", "H", "H", "H", "H", "H", "H", "H", "O", "C", "O", "C", "C", "C", "H", "H", "H", "H", "H", "H", "H", "H", "O", "C", "O", "C", "C", "C", "H", "H", "H", "H", "H", "H", "H", "H", "O", "C", "O", "C", "C", "C", "H", "H", "H", "H", "H", "H", "H", "H", "O", "C", "O", "C", "C", "C", "H", "H", "H", "H", "H", "H", "H", "H"], "xyz": [[0.566, 4.088, -1.857], [0.289, 2.604, -2.019], [1.604, 1.916, -3.094], [-1.095, 2.287, -2.654], [-1.055, 2.293, -4.459], [-2.244, 3.176, -2.105], [-2.995, 3.817, -3.205], [-3.272, 2.278, -1.336], [-4.178, 1.765, -2.038], [-3.119, 2.152, -0.115], [0.305, 4.367, -0.842], [1.612, 4.298, -2.000], [-0.059, 4.671, -2.523], [0.390, 2.035, -1.110], [-1.328, 1.272, -2.397], [-1.903, 3.922, -1.392], [-2.430, 4.598, -3.529], [-3.832, 4.221, -2.803], [4.590, 4.485, -0.377], [4.731, 3.346, -0.012], [3.664, 2.567, 0.147], [3.745, 1.151, 0.399], [3.918, 0.868, 1.873], [6.094, 2.798, 0.350], [4.521, 0.687, -0.209], [2.797, 0.739, 0.054], [4.854, 1.279, 2.259], [3.913, -0.205, 2.059], [3.110, 1.321, 2.443], [6.319, 3.073, 1.379], [6.830, 3.256, -0.308], [6.181, 1.719, 0.236], [5.899, -0.901, -0.423], [5.773, -1.764, -1.249], [4.671, -1.755, -2.009], [4.461, -2.612, -3.131], [3.885, -3.948, -2.713], [6.773, -2.889, -1.388], [5.377, -2.717, -3.715], [3.746, -2.085, -3.760], [4.570, -4.498, -2.066], [3.672, -4.562, -3.589], [2.960, -3.799, -2.156], [6.532, -3.661, -0.659], [7.761, -2.493, -1.170], [6.810, -3.330, -2.381], [2.020, 0.382, 4.429], [0.849, 0.483, 4.167], [0.301, -0.379, 3.304], [-1.114, -0.414, 3.064], [-1.538, 0.585, 2.006], [0.009, 1.614, 4.717], [-1.660, -0.283, 3.999], [-1.330, -1.424, 2.716], [-1.324, 1.610, 2.307], [-2.606, 0.507, 1.811], [-1.004, 0.411, 1.071], [0.148, 2.490, 4.085], [0.362, 1.841, 5.721], [-1.053, 1.389, 4.787], [-3.886, 1.023, 4.705], [-4.729, 0.269, 4.313], [-4.471, -1.056, 4.322], [-5.452, -2.044, 4.016], [-5.553, -2.289, 2.523], [-6.023, 0.770, 3.718], [-6.416, -1.785, 4.459], [-5.112, -2.950, 4.515], [-5.876, -1.396, 1.990], [-6.262, -3.091, 2.315], [-4.579, -2.568, 2.122], [-5.850, 1.015, 2.670], [-6.311, 1.674, 4.249], [-6.852, 0.070, 3.795], [-0.485, -0.788, -1.672], [-1.330, -1.560, -2.026], [-1.016, -2.883, -2.062], [-1.986, -3.896, -2.296], [-2.218, -4.123, -3.777], [-2.687, -1.107, -2.507], [-2.913, -3.677, -1.764], [-1.573, -4.799, -1.847], [-2.618, -3.232, -4.258], [-2.918, -4.945, -3.934], [-1.276, -4.364, -4.272], [-2.611, -0.830, -3.559], [-2.997, -0.229, -1.942], [-3.472, -1.851, -2.386]]}